# 1
Molecular formula: C3H3NO2
Method: DFT, ωB97M-V/def2-TZVPD

## Properties
Kohn-Sham gap in eV: 10.14
SMILES string: Oc1cnoc1
Energy relative to the best compared isomer or geometry (same formula, charge and spin) in kcal per mole: 86.1
Total energy in eV: -8741.397
E_LUMO in eV: 0.61
HOMO energy in eV: -9.5

```
9
Properties=species:S:1:pos:R:3:forces:R:3
O 0.114 0.895 -1.731 1.0 0.0 1.2
C 0.014 0.407 -0.440 1.3 -2.7 1.3
C 0.939 -0.418 0.464 1.1 -1.4 1.1
N 0.271 -0.974 1.512 2.3 1.8 -3.2
O -0.978 -0.595 1.287 -2.0 -0.7 2.0
C -1.136 0.129 0.216 -3.5 0.8 -1.4
H 1.027 1.211 -1.874 -0.7 -0.2 0.1
H 2.038 -0.852 0.516 -2.2 1.8 -0.9
H -2.289 0.197 0.050 2.6 0.6 -0.2
```
Forces are in eV/Å.

# 2
Molecular formula: C3H3NO2
Method: DFT, ωB97M-V/def2-TZVPD

## Properties
Kohn-Sham gap in eV: 10.66
Energy relative to the best compared isomer or geometry (same formula, charge and spin) in kcal per mole: 78.2
Total energy in eV: -8741.741
E_LUMO in eV: -0.31
HOMO energy in eV: -11.0

```
9
Properties=species:S:1:pos:R:3:forces:R:3
C 1.412 -0.781 0.342 0.5 -0.2 -0.4
O 1.129 -0.076 -0.589 0.8 -0.9 0.3
C -0.457 1.228 -1.243 -0.2 1.5 -1.6
O -0.080 1.593 -2.248 -0.4 -0.2 0.6
C -1.666 0.126 0.683 -1.4 -0.3 0.8
N -2.797 0.288 0.536 0.8 -0.1 0.0
H -0.683 -0.127 1.010 -0.2 0.2 -0.2
H 0.816 -1.676 0.599 0.0 0.1 0.1
H 2.325 -0.575 0.908 0.1 -0.1 0.4
```
Forces are in eV/Å.

# 3
Molecular formula: C3H3NO2
Method: DFT, ωB97M-V/def2-TZVPD

## Properties
Kohn-Sham gap (spin up / spin down) in eV: 6.72 / 7.99
Energy relative to the best compared isomer or geometry (same formula, charge and spin) in kcal per mole: 203.1
Total energy in eV: -8736.322
E_LUMO (spin up / spin down) in eV: -2.56 / -1.37
HOMO energy (spin up / spin down) in eV: -9.3 / -9.4

```
9
Properties=species:S:1:pos:R:3:forces:R:3
C -1.290 0.059 0.019 -5.4 -0.2 -1.9
C -0.184 -0.366 0.468 2.3 0.5 1.3
C 1.086 -0.316 0.000 1.4 -0.7 -1.3
N 2.038 0.209 0.814 3.5 2.3 2.5
O 3.186 0.477 0.313 -2.6 -1.0 0.8
O 1.761 0.557 2.010 0.1 -0.9 -2.1
H -2.366 -0.255 0.132 1.3 0.5 0.3
H -0.160 -0.124 1.544 -0.1 -0.4 0.8
H 1.499 -0.559 -0.961 -0.4 -0.1 -0.3
```
Forces are in eV/Å.

# 4
Molecular formula: C3H3NO2
Method: DFT, ωB97M-V/def2-TZVPD

## Properties
Kohn-Sham gap in eV: 9.49
SMILES string: N=C=C(O)C=O
Energy relative to the best compared isomer or geometry (same formula, charge and spin) in kcal per mole: 56.4
Total energy in eV: -8742.687
E_LUMO in eV: 0.37
HOMO energy in eV: -9.1

```
9
Properties=species:S:1:pos:R:3:forces:R:3
N -0.299 2.294 0.513 0.1 -0.7 -0.3
C -0.219 1.191 -0.013 -0.1 0.3 0.4
C -0.060 -0.040 -0.468 0.1 0.0 0.2
O -0.797 -0.583 -1.473 0.0 -0.1 0.0
C 0.801 -0.932 0.306 0.0 -0.3 -0.1
O 0.796 -2.126 0.073 0.1 0.4 0.0
H -0.955 2.250 1.296 -0.1 0.4 0.0
H -0.641 -1.541 -1.383 0.0 0.0 -0.1
H 1.396 -0.480 1.121 -0.1 -0.1 -0.1
```
Forces are in eV/Å.

# 5
Molecular formula: C3H3NO2
Method: DFT, ωB97M-V/def2-TZVPD

## Properties
Kohn-Sham gap in eV: 11.31
SMILES string: N#C[C@@H](O)C=O
Energy relative to the best compared isomer or geometry (same formula, charge and spin) in kcal per mole: 40.4
Total energy in eV: -8743.379
E_LUMO in eV: 0.10
HOMO energy in eV: -11.2

```
9
Properties=species:S:1:pos:R:3:forces:R:3
N 2.531 -0.859 -0.472 -1.0 0.4 0.1
C 1.515 -0.360 -0.240 0.9 -0.4 -0.2
C 0.266 0.293 0.196 0.1 -0.1 0.1
O 0.017 1.464 -0.506 -0.1 0.1 0.0
C -0.945 -0.643 0.131 -0.4 0.2 -0.1
O -2.003 -0.209 -0.251 0.6 -0.3 0.1
H 0.422 0.482 1.274 -0.1 0.1 0.0
H -0.942 1.467 -0.679 0.1 0.0 0.0
H -0.820 -1.677 0.493 0.0 0.1 0.0
```
Forces are in eV/Å.

# 6
Molecular formula: C3H3NO2
Method: DFT, ωB97M-V/def2-TZVPD

## Properties
Kohn-Sham gap in eV: 10.02
SMILES string: Oc1ncco1
Energy relative to the best compared isomer or geometry (same formula, charge and spin) in kcal per mole: 49.0
Total energy in eV: -8743.007
E_LUMO in eV: 0.79
HOMO energy in eV: -9.2

```
9
Properties=species:S:1:pos:R:3:forces:R:3
O -1.743 0.779 -0.688 0.9 -1.8 2.2
C -0.650 0.275 -0.054 4.1 -0.5 -1.9
N -0.454 -0.970 0.219 -0.4 -1.2 1.1
C 0.922 -1.168 0.466 0.5 1.4 1.5
C 1.563 0.036 0.219 -3.2 -1.8 0.5
O 0.552 0.916 -0.122 -0.1 1.7 -0.4
H -2.184 -0.069 -0.415 -1.5 0.9 -1.1
H 1.336 -1.962 1.179 -0.8 0.8 -1.9
H 2.540 0.401 0.401 0.5 0.4 -0.1
```
Forces are in eV/Å.

# 7
Molecular formula: C3H3NO2
Method: DFT, ωB97M-V/def2-TZVPD

## Properties
Kohn-Sham gap (spin up / spin down) in eV: 8.88 / 8.72
Energy relative to the best compared isomer or geometry (same formula, charge and spin) in kcal per mole: 180.6
Total energy in eV: -8737.298
E_LUMO (spin up / spin down) in eV: -0.22 / 0.07
HOMO energy (spin up / spin down) in eV: -9.1 / -8.6

```
9
Properties=species:S:1:pos:R:3:forces:R:3
C 1.011 -1.200 0.251 -1.3 3.2 -0.6
C 1.380 0.083 0.148 0.6 -1.6 -0.2
C -0.667 0.000 -0.627 -1.6 0.5 -0.6
N -2.700 0.921 -0.005 -0.3 -0.2 0.4
O -0.342 -1.181 -0.226 1.0 -2.4 0.9
O 0.363 0.751 -0.417 0.4 2.7 -0.4
H 1.462 -1.989 0.743 0.3 -1.7 0.4
H 2.272 0.657 0.257 0.4 -0.1 0.4
H -2.779 1.958 -0.123 0.6 -0.4 -0.3
```
Forces are in eV/Å.

# 8
Molecular formula: C3H3NO2
Method: DFT, ωB97M-V/def2-TZVPD

## Properties
Kohn-Sham gap in eV: 10.81
SMILES string: N#C[C@@H](O)C=O
Energy relative to the best compared isomer or geometry (same formula, charge and spin) in kcal per mole: 44.7
Total energy in eV: -8743.194
E_LUMO in eV: 0.00
HOMO energy in eV: -10.8

```
9
Properties=species:S:1:pos:R:3:forces:R:3
N 2.250 -0.428 -1.147 -0.8 0.2 0.6
C 1.362 -0.149 -0.464 0.8 -0.2 -0.5
C 0.222 0.244 0.390 0.1 -0.1 0.1
O -0.248 1.536 0.080 -0.1 0.0 -0.2
C -0.957 -0.728 0.221 -0.1 -0.2 -0.4
O -1.223 -1.227 -0.840 0.1 0.2 0.5
H 0.547 0.275 1.434 0.0 0.0 -0.1
H -0.503 1.533 -0.855 0.0 0.1 0.1
H -1.595 -0.856 1.116 0.0 0.0 -0.1
```
Forces are in eV/Å.

# 9
Molecular formula: C3H3NO2
Method: DFT, ωB97M-V/def2-TZVPD

## Properties
Kohn-Sham gap in eV: 9.81
Energy relative to the best compared isomer or geometry (same formula, charge and spin) in kcal per mole: 129.9
Total energy in eV: -8739.497
E_LUMO in eV: 0.20
HOMO energy in eV: -9.6

```
9
Properties=species:S:1:pos:R:3:forces:R:3
O 0.801 0.586 1.263 2.0 0.0 -0.7
C 0.927 0.622 -0.007 2.0 -1.1 1.6
O 0.668 -0.550 -0.719 0.1 0.1 0.0
C -0.562 -0.955 -0.065 0.0 0.0 -0.1
C -0.791 0.451 0.451 -2.0 0.9 -1.7
N -0.863 1.467 -0.188 -1.9 -0.1 0.9
H 1.558 1.330 -0.548 -0.2 -0.1 0.0
H -1.364 -1.144 -0.781 0.4 -0.2 -0.1
H -0.375 -1.808 0.593 -0.2 0.5 0.2
```
Forces are in eV/Å.

# 10
Molecular formula: C3H3NO2
Method: DFT, ωB97M-V/def2-TZVPD

## Properties
Kohn-Sham gap in eV: 9.40
Energy relative to the best compared isomer or geometry (same formula, charge and spin) in kcal per mole: 127.4
Total energy in eV: -8739.605
E_LUMO in eV: -0.08
HOMO energy in eV: -9.5

```
9
Properties=species:S:1:pos:R:3:forces:R:3
C 0.303 0.023 -1.005 0.2 0.1 -0.4
O -0.673 -0.950 -0.619 -0.1 -0.1 0.1
C -0.865 -0.746 0.692 -0.4 -0.3 0.5
O -1.573 -1.313 1.454 0.3 0.3 -0.4
C 0.106 0.424 0.902 0.2 0.4 0.5
N 0.718 1.282 1.490 -0.3 -0.4 0.0
H 0.881 1.039 0.166 0.1 0.1 -0.2
H 1.217 -0.468 -1.339 -0.1 0.0 0.0
H -0.115 0.709 -1.741 0.0 -0.1 0.0
```
Forces are in eV/Å.

# 11
Molecular formula: C3H3NO2S
Method: DFT, ωB97M-V/def2-TZVPD

## Properties
Kohn-Sham gap in eV: 9.59
Energy relative to the best compared isomer or geometry (same formula, charge and spin) in kcal per mole: 97.1
Total energy in eV: -19576.566
E_LUMO in eV: 0.59
HOMO energy in eV: -9.0

```
10
Properties=species:S:1:pos:R:3:forces:R:3
C 0.737 -0.929 0.192 0.2 -0.4 -1.3
C -0.112 -0.654 -0.962 0.4 0.2 0.0
C 0.531 -0.423 1.382 -0.4 0.5 1.5
N -0.278 1.720 0.161 0.5 -0.3 0.1
O 0.357 -0.120 2.483 0.2 -0.2 -0.5
O -1.479 -0.495 -0.808 -0.7 0.0 0.2
S -0.754 1.049 -1.125 0.0 0.0 -0.1
H 1.664 -1.453 0.029 0.1 -0.1 0.1
H 0.178 -1.160 -1.879 0.1 0.1 0.0
H -0.846 2.465 0.528 -0.4 0.2 -0.2
```
Forces are in eV/Å.

# 12
Molecular formula: C3H3NO2S
Method: DFT, ωB97M-V/def2-TZVPD

## Properties
Kohn-Sham gap in eV: 6.47
Energy relative to the best compared isomer or geometry (same formula, charge and spin) in kcal per mole: 182.2
Total energy in eV: -19572.876
E_LUMO in eV: -2.24
HOMO energy in eV: -8.7

```
10
Properties=species:S:1:pos:R:3:forces:R:3
C -1.623 1.242 -2.110 -1.3 0.1 1.1
C -0.671 0.184 0.321 0.2 -0.1 0.9
C 0.329 0.578 -0.828 0.0 -0.1 0.5
N -0.415 1.182 -1.891 0.7 -0.4 -0.5
O 2.193 1.989 -2.100 0.4 0.4 -0.1
O -1.910 0.552 0.067 -0.5 0.7 -1.8
S 1.027 2.202 -1.287 -0.2 -0.8 0.1
H -0.559 -0.911 0.433 0.3 0.0 -0.1
H -0.288 0.654 1.248 0.2 -0.1 0.0
H 0.991 -0.225 -1.156 0.2 0.3 -0.1
```
Forces are in eV/Å.

# 13
Molecular formula: C3H3NO2S
Method: DFT, ωB97M-V/def2-TZVPD

## Properties
Kohn-Sham gap (spin up / spin down) in eV: 6.47 / 6.46
Energy relative to the best compared isomer or geometry (same formula, charge and spin) in kcal per mole: 174.2
Total energy in eV: -19573.224
E_LUMO (spin up / spin down) in eV: -1.83 / -1.83
HOMO energy (spin up / spin down) in eV: -8.3 / -8.3

```
10
Properties=species:S:1:pos:R:3:forces:R:3
C 0.609 0.251 -0.045 0.3 1.5 0.6
C -0.819 0.818 -0.517 2.3 2.5 -0.3
C -0.374 -1.913 0.098 3.1 4.7 -0.2
N 0.476 -1.053 0.210 -3.3 -4.8 -0.3
O 2.619 0.174 1.400 1.6 -0.3 1.2
O -1.692 0.086 -1.032 -1.0 -2.6 -0.3
S 1.802 1.172 0.730 -1.5 -1.3 -1.6
H -0.979 1.311 0.427 -1.2 0.4 1.1
H -0.386 1.624 -1.147 -0.2 0.3 -0.5
H -1.255 -2.469 -0.124 0.0 -0.5 0.1
```
Forces are in eV/Å.

# 14
Molecular formula: C3H3NO2S
Method: DFT, ωB97M-V/def2-TZVPD

## Properties
Multiplicity: 3
Kohn-Sham gap (spin up / spin down) in eV: 7.11 / 9.03
Energy relative to the best compared isomer or geometry (same formula, charge and spin) in kcal per mole: 33.8
Total energy in eV: -19575.186
E_LUMO (spin up / spin down) in eV: 0.38 / -1.37
HOMO energy (spin up / spin down) in eV: -6.7 / -10.4

```
10
Properties=species:S:1:pos:R:3:forces:R:3
C 2.597 -0.162 -0.715 -0.8 2.6 -0.8
C -3.373 -0.089 0.600 0.0 -0.2 -1.0
C 1.324 0.385 -0.193 -3.6 0.4 -3.8
N 2.776 -0.928 0.208 4.2 -3.6 0.8
O -2.715 0.639 1.200 0.2 0.8 1.2
O -3.956 -0.798 -0.094 -0.6 -0.5 -0.1
S -0.177 -0.396 -0.594 -0.1 0.3 0.9
H 3.183 0.386 -1.575 -0.8 -1.5 1.6
H 1.240 0.985 0.610 0.4 2.0 2.5
H -0.899 -0.021 0.553 1.1 -0.2 -1.3
```
Forces are in eV/Å.

# 15
Molecular formula: C3H3NO2S
Method: DFT, ωB97M-V/def2-TZVPD

## Properties
Multiplicity: 3
Kohn-Sham gap (spin up / spin down) in eV: 7.20 / 8.18
Energy relative to the best compared isomer or geometry (same formula, charge and spin) in kcal per mole: 41.6
Total energy in eV: -19574.845
E_LUMO (spin up / spin down) in eV: 0.39 / -2.04
HOMO energy (spin up / spin down) in eV: -6.8 / -10.2

```
10
Properties=species:S:1:pos:R:3:forces:R:3
C 1.195 -2.162 -0.213 -6.3 1.8 1.3
C 1.195 1.527 0.202 2.1 -0.7 -3.3
C -2.498 -0.160 -0.042 0.5 4.5 -5.8
N 0.094 -1.845 0.022 2.8 -0.7 -0.9
O -3.131 -0.251 0.853 -3.3 -3.7 8.3
O -2.321 0.499 -0.984 2.0 -1.5 -2.9
S -0.306 1.972 -0.183 -0.8 1.0 0.0
H 2.140 -2.474 -0.217 3.4 -1.0 -0.4
H 1.619 1.530 1.115 0.8 0.2 3.3
H 2.013 1.364 -0.553 -1.2 0.1 0.3
```
Forces are in eV/Å.

# 16
Molecular formula: C3H3NO2S2
Method: DFT, ωB97M-V/def2-TZVPD

## Properties
Kohn-Sham gap in eV: 9.26
SMILES string: O=C1CN(S)C(=S)O1
Energy relative to the best compared isomer or geometry (same formula, charge and spin) in kcal per mole: 6.8
Total energy in eV: -30414.582
E_LUMO in eV: 0.20
HOMO energy in eV: -9.1

```
11
Properties=species:S:1:pos:R:3:forces:R:3
O 2.767 0.346 0.541 -1.9 -0.7 -0.1
C 1.593 0.079 0.440 1.0 0.6 -0.1
C 0.676 0.288 -0.757 -0.5 0.4 0.8
N -0.640 -0.090 -0.205 -0.5 -0.1 -0.6
S -2.112 -0.461 -1.104 1.8 -0.1 0.4
C -0.521 -0.498 1.089 0.5 0.0 0.0
S -1.621 -1.078 2.099 -0.4 -0.1 0.4
O 0.804 -0.350 1.474 0.3 0.0 -0.1
H 0.784 1.354 -1.002 -0.4 -0.3 -0.2
H 0.926 -0.324 -1.594 0.4 -0.3 -0.6
H -2.656 0.734 -0.980 -0.3 0.6 0.1
```
Forces are in eV/Å.

# 17
Molecular formula: C3H3NO2S4
Method: DFT, ωB97M-V/def2-TZVPD

## Properties
Multiplicity: 3
Kohn-Sham gap (spin up / spin down) in eV: 6.17 / 5.85
Energy relative to the best compared isomer or geometry (same formula, charge and spin) in kcal per mole: 23.7
Total energy in eV: -52077.419
E_LUMO (spin up / spin down) in eV: -0.54 / -2.81
HOMO energy (spin up / spin down) in eV: -6.7 / -8.7

```
13
Properties=species:S:1:pos:R:3:forces:R:3
C -1.561 0.316 0.183 -1.5 -0.6 -0.1
C 1.284 0.453 -0.075 0.3 -0.1 0.2
C 0.527 0.900 -1.131 0.6 -1.7 -0.8
N -0.072 2.078 -1.142 -1.1 2.5 -0.1
O -0.632 2.657 -2.098 0.1 -0.9 -0.6
O -0.202 2.622 0.021 0.4 1.1 0.8
S -1.713 1.648 0.919 0.1 -1.3 -0.2
S 2.072 -1.046 -0.123 0.4 -0.8 -0.1
S -1.819 -1.223 -0.475 0.0 0.9 1.2
S 1.522 1.278 1.460 0.2 0.4 0.5
H 0.394 0.340 -2.062 0.4 0.2 0.4
H -2.644 -1.756 0.500 0.4 0.3 -0.6
H 2.268 0.355 2.140 -0.2 0.0 -0.7
```
Forces are in eV/Å.

# 18
Molecular formula: C3H3NO3
Method: DFT, ωB97M-V/def2-TZVPD

## Properties
Kohn-Sham gap in eV: 11.14
SMILES string: COC(=O)OC#N
Energy relative to the best compared isomer or geometry (same formula, charge and spin) in kcal per mole: 94.2
Total energy in eV: -10788.614
E_LUMO in eV: -0.50
HOMO energy in eV: -11.6

```
10
Properties=species:S:1:pos:R:3:forces:R:3
C -1.328 -0.382 -0.610 -1.1 0.9 -0.3
O -0.007 -0.733 -1.180 2.2 1.1 2.7
C 0.957 0.118 -0.582 -0.9 5.7 -1.6
O 1.016 1.358 -0.838 -0.4 -6.0 0.9
O 1.930 -0.349 0.410 -2.4 1.1 2.4
C 1.536 0.237 1.664 -3.1 -0.1 1.2
N 0.887 0.591 2.631 4.0 -1.7 -5.1
H -1.315 -0.354 0.534 0.1 -0.2 -1.7
H -1.597 0.663 -1.023 0.3 -1.7 0.8
H -2.079 -1.149 -1.006 1.3 1.0 0.6
```
Forces are in eV/Å.

# 19
Molecular formula: C3H3NO3S
Method: DFT, ωB97M-V/def2-TZVPD

## Properties
Kohn-Sham gap in eV: 8.73
SMILES string: O=C/C(=N/O)OC=S
Energy relative to the best compared isomer or geometry (same formula, charge and spin) in kcal per mole: 88.2
Total energy in eV: -21624.065
E_LUMO in eV: -0.60
HOMO energy in eV: -9.3

```
11
Properties=species:S:1:pos:R:3:forces:R:3
O -2.141 -1.967 0.064 0.0 1.4 0.0
C -2.262 -0.759 0.040 1.0 -1.3 -0.1
C -1.098 0.194 -0.058 -0.3 0.5 -0.6
N -1.411 1.445 0.063 1.9 -0.7 0.3
O -0.259 2.242 -0.077 -0.1 -1.4 -0.4
O 0.118 -0.344 -0.462 -0.3 0.5 0.5
C 1.189 -0.224 0.382 1.0 0.0 -1.1
S 2.745 -0.488 -0.032 -1.6 0.1 0.2
H -3.212 -0.251 0.068 -0.7 0.3 0.1
H -0.438 3.108 0.274 -0.8 0.5 0.2
H 0.888 0.122 1.342 -0.1 0.2 0.9
```
Forces are in eV/Å.

# 20
Molecular formula: C3H3NO4
Method: DFT, ωB97M-V/def2-TZVPD

## Properties
Kohn-Sham gap in eV: 8.61
SMILES string: O=c1oc(O)cn1O
Energy relative to the best compared isomer or geometry (same formula, charge and spin) in kcal per mole: 86.2
Total energy in eV: -12836.583
E_LUMO in eV: 0.14
HOMO energy in eV: -8.5

```
11
Properties=species:S:1:pos:R:3:forces:R:3
O -0.730 -1.888 -1.058 1.7 2.5 0.7
C -0.282 -0.874 -0.497 -2.0 -2.0 0.4
O -0.495 -0.651 0.887 -0.3 -0.3 -0.4
C -0.030 0.588 1.215 0.2 0.1 -0.9
O -0.241 1.055 2.440 0.6 -4.9 3.1
C 0.531 1.146 0.147 0.9 1.3 0.0
N 0.330 0.244 -0.899 0.3 -0.5 -0.8
O 0.795 0.425 -2.203 -0.4 -2.0 0.0
H -0.124 0.077 3.075 -0.6 4.5 -2.4
H 1.118 2.061 0.049 -0.5 -0.5 -0.1
H 0.748 -0.531 -2.557 0.1 1.9 0.5
```
Forces are in eV/Å.